ORCA calculation (wB97M-V/def2-TZVPD) on a molecular structure, C13H49Cl2CrO15 in a non-equilibrium geometry.

Computed properties:
- HOMO energy (alpha / beta) (eV) = -9.22 / -9.25
- <S²> = 3.775
- multiplicity = 4
- Kohn-Sham gap (alpha / beta) (eV) = 9.47 / 9.51

Each line ends with the Löwdin spin population.
Positions of all 80 atoms, in Å:
Cr  -1.9680  1.3752  0.1820  2.908
Cl  -1.6476  2.9428  1.8187  0.026
Cl  0.1592  0.5653  0.3221  0.028
O  -4.8147  0.3668  -1.9481  0.002
C  -3.8714  0.6354  -1.0907  0.008
O  -2.7953  0.0006  -1.0621  -0.007
O  -3.8897  1.5382  -0.2346  0.001
H  -5.6104  0.9144  -1.9066  0.000
C  3.4635  0.8121  -1.2233  0.000
O  4.1139  0.0614  -2.1786  0.000
H  3.9510  0.7914  -0.2173  0.000
H  3.2832  1.8534  -1.5528  0.000
H  2.4717  0.3957  -1.0267  0.000
H  4.9862  0.4597  -2.3809  0.000
C  -1.6188  3.7975  -1.7169  0.002
O  -1.6301  2.4108  -1.5161  0.014
H  -2.5421  4.1967  -1.2476  0.000
H  -0.7803  4.3116  -1.2255  0.000
H  -1.6741  3.9767  -2.8072  0.000
H  -1.3225  1.8424  -2.2615  0.001
C  -2.9627  -3.7936  0.5424  0.000
O  -2.2973  -5.0170  0.4498  0.000
H  -2.2474  -2.9912  0.7812  0.000
H  -3.5509  -3.4262  -0.3365  0.000
H  -3.7265  -3.8999  1.3282  0.000
H  -1.3614  -4.8696  0.4051  0.000
C  2.5303  -2.8900  2.6084  0.000
O  1.6266  -2.2016  1.7050  0.000
H  3.5489  -2.5686  2.4655  0.000
H  2.2733  -2.7206  3.6618  0.000
H  2.3360  -3.9234  2.3922  0.000
H  2.0155  -1.3519  1.4556  0.000
C  -1.8334  1.7923  -5.2429  0.000
O  -1.1740  1.5284  -3.9931  0.000
H  -2.2996  2.7809  -5.3004  0.000
H  -1.1350  1.6425  -6.0591  0.000
H  -2.6277  1.0609  -5.3283  0.000
H  -0.2147  1.4795  -4.1371  0.000
C  0.0930  4.2652  4.5507  0.000
O  0.8157  3.0979  4.2156  0.001
H  0.5997  4.8037  5.3209  0.000
H  0.0240  4.8962  3.6497  0.000
H  -0.8680  4.1188  4.9749  0.000
H  0.2307  2.6135  3.5597  0.001
C  3.8885  -3.6213  -0.4936  0.000
O  3.0580  -2.9349  -1.4186  0.000
H  3.3412  -3.8168  0.4891  0.000
H  4.2085  -4.5713  -0.9380  0.000
H  4.7537  -3.0416  -0.1894  0.000
H  3.2747  -2.0144  -1.4094  0.000
C  -0.2537  -0.5919  4.2655  0.000
O  -1.1239  -1.3146  3.3068  0.001
H  0.5990  -0.2412  3.7196  0.000
H  -0.7704  0.3166  4.6571  0.000
H  0.1203  -1.2213  5.0944  0.000
H  -0.5258  -1.9617  2.8886  0.000
C  2.3340  3.5180  0.4323  0.001
O  1.3004  4.1777  1.1804  0.001
H  3.3305  3.7872  0.7924  0.000
H  2.2615  2.4306  0.5123  0.001
H  2.2760  3.9303  -0.5792  0.000
H  1.2589  3.7639  2.0538  0.000
C  -3.6821  0.1580  2.5730  0.002
O  -2.6123  0.1234  1.6037  0.004
H  -4.6215  0.1313  1.9864  0.001
H  -3.6074  -0.7572  3.0619  -0.001
H  -3.5986  1.1110  3.1477  0.001
H  -1.9297  -0.4253  2.0482  0.002
C  0.0848  -4.1942  -1.7598  0.000
O  0.1722  -3.7070  -0.4468  0.000
H  -0.9807  -4.4683  -1.9771  0.000
H  0.4506  -3.4321  -2.4505  0.000
H  0.6942  -5.1190  -1.8440  0.000
H  1.0589  -3.4814  -0.1135  0.000
C  0.9990  -0.2669  -3.1832  0.000
O  1.4059  0.9079  -3.9139  0.000
H  1.8440  -0.7604  -2.7588  0.000
H  0.3556  0.0687  -2.3823  0.000
H  0.3991  -0.8739  -3.8896  0.000
H  2.1776  0.7181  -4.4611  0.000

ORCA calculation (wB97M-V/def2-TZVPD) on a molecular structure, C42H50F4N11O3RbS2 in a non-equilibrium geometry.

Computed properties:
- HOMO energy (eV) = -5.23
- Kohn-Sham gap (eV) = 5.32

Each line ends with the Löwdin charge.
Positions of all 113 atoms, in Å:
Rb  0.0855  -0.1354  0.2848  0.810
C  3.0805  -2.8238  0.7939  -0.116
N  1.6408  -2.7943  0.6166  -0.305
C  1.2570  -3.5679  -0.5561  -0.100
C  0.9949  -3.2656  1.8442  -0.219
C  -0.5084  -3.5075  1.7603  -0.264
N  -1.2113  -2.3148  1.3433  -0.062
C  -2.5264  -2.2871  1.3092  -0.221
C  -3.1946  -1.0891  0.8891  -0.156
F  -2.4321  -0.0166  0.5038  -0.136
C  -4.5515  -0.9317  0.8380  -0.248
F  -5.0449  0.2562  0.4050  0.046
C  -5.4352  -1.9380  1.1849  0.009
C  -4.8393  -3.1263  1.5795  -0.249
F  -5.6381  -4.1577  1.9169  0.065
C  -3.4809  -3.3103  1.6392  -0.140
F  -3.0449  -4.5370  2.0279  0.048
H  3.4618  -3.8493  0.9454  0.088
H  3.3612  -2.2301  1.6681  0.061
H  3.5744  -2.3981  -0.0846  0.079
H  1.4246  -4.6496  -0.4198  0.092
H  1.8564  -3.2385  -1.4082  0.072
H  0.2065  -3.3937  -0.7933  0.081
H  1.1812  -2.5083  2.6138  0.107
H  1.4572  -4.2143  2.1742  0.118
H  -0.8081  -3.8384  2.7630  0.114
H  -0.6972  -4.3557  1.0881  0.107
H  -6.5069  -1.8129  1.1484  0.113
N  -1.1979  1.6129  -2.0191  0.035
C  -0.9894  1.0890  -3.3706  -0.320
C  -1.6559  1.9546  -4.4492  -0.150
C  -3.1750  2.1122  -4.2284  -0.171
C  -4.0815  1.8929  -5.4475  -0.170
N  -3.9575  0.6133  -6.1317  0.081
C  -4.1767  -0.5526  -5.4979  -0.438
N  -4.9786  -0.5776  -4.4128  0.221
N  -4.0482  -1.7060  -6.2134  0.182
C  -1.3918  -0.4040  -3.4309  -0.646
O  -1.9444  -0.8024  -4.5144  -0.083
O  -1.0839  -1.1202  -2.4783  -0.029
H  -2.1617  1.5056  -1.7236  0.065
H  -0.9551  2.5960  -1.9834  0.074
H  0.0912  1.0808  -3.5455  0.127
H  -1.4328  1.5323  -5.4325  0.105
H  -1.1867  2.9420  -4.4104  0.107
H  -3.3929  3.1211  -3.8744  0.115
H  -3.4804  1.4317  -3.4280  0.090
H  -3.8868  2.6585  -6.1961  0.125
H  -5.1278  1.9980  -5.1520  0.120
H  -3.2235  0.5643  -6.8179  0.148
H  -4.9331  0.2140  -3.7943  0.100
H  -5.0234  -1.4568  -3.9230  0.133
H  -3.2802  -1.6909  -6.8673  0.116
H  -4.0032  -2.5346  -5.6376  0.120
C  3.7367  -0.7330  -3.9697  -0.051
C  4.7062  0.2550  -3.9634  -0.065
C  4.5345  1.3670  -3.1535  -0.019
C  3.3895  1.4604  -2.3659  -0.235
N  2.4668  0.4954  -2.3619  0.127
C  2.6310  -0.5632  -3.1462  -0.114
C  3.1096  2.6305  -1.4728  -0.245
C  3.9074  3.7711  -1.4460  -0.017
C  3.5851  4.7957  -0.5705  -0.059
C  2.4805  4.6595  0.2524  -0.039
C  1.7414  3.4889  0.1514  -0.109
N  2.0426  2.5043  -0.6841  0.118
H  3.8308  -1.6094  -4.5958  0.105
H  5.5877  0.1675  -4.5858  0.107
H  5.2868  2.1439  -3.1406  0.100
H  1.8304  -1.2996  -3.1138  0.112
H  4.7689  3.8680  -2.0931  0.101
H  4.1921  5.6917  -0.5330  0.108
H  2.1938  5.4315  0.9554  0.104
H  0.8718  3.3345  0.7796  0.081
O  -0.5432  1.0929  2.6289  -0.613
S  -1.3779  2.1364  1.9990  0.928
C  -2.9547  2.1326  2.8695  -0.358
C  -3.0189  1.5497  4.1225  -0.051
C  -4.2342  1.5207  4.7882  -0.062
C  -5.3673  2.0642  4.1936  -0.076
C  -5.2917  2.6300  2.9281  -0.076
C  -4.0789  2.6589  2.2553  -0.091
C  -0.7990  3.6918  2.7293  -0.371
C  -1.2732  4.9140  2.2733  -0.082
C  -0.7556  6.0857  2.8057  -0.082
C  0.2359  6.0272  3.7792  -0.089
C  0.7088  4.7978  4.2206  -0.068
C  0.1949  3.6216  3.6897  -0.063
H  -2.1233  1.1085  4.5474  0.119
H  -4.2999  1.0627  5.7670  0.107
H  -6.3179  2.0274  4.7120  0.103
H  -6.1813  3.0268  2.4549  0.106
H  -4.0155  3.0658  1.2509  0.112
H  -2.0415  4.9488  1.5063  0.110
H  -1.1239  7.0440  2.4604  0.104
H  0.6442  6.9445  4.1861  0.102
H  1.4824  4.7564  4.9773  0.105
H  0.5644  2.6445  3.9885  0.107
C  3.2843  0.4668  6.6051  -0.097
C  3.1996  -0.7084  5.6222  -0.242
C  3.3303  -0.2543  4.2055  -0.613
N  2.3528  0.0092  3.4188  0.027
N  2.7225  0.4450  2.1722  0.002
C  4.0071  0.5058  2.0229  -0.717
N  4.6319  0.9185  0.8806  0.114
S  4.8982  0.0277  3.4494  1.060
H  3.1591  0.1193  7.6312  0.072
H  2.4983  1.1908  6.3872  0.073
H  4.2503  0.9689  6.5292  0.069
H  2.2320  -1.2008  5.7143  0.116
H  3.9801  -1.4363  5.8469  0.104
H  4.0438  0.9085  0.0626  0.067
H  5.5819  0.6255  0.7452  0.089